Below is C26H38BrF3N4O4ReS as an isolated structure, with properties calculated with wB97M-V/def2-TZVPD.

Properties
**Expectation value of S²**: 0.7563
**HOMO energy (spin up / spin down)**: -13.57 / -13.83 eV
**DFT total energy**: -4883.162474 hartree
**Total charge**: +2
**HOMO-LUMO gap (spin up / spin down)**: 6.229 / 6.526 eV
**Multiplicity**: 2

Structure (XYZ):
```
78
Properties=species:S:1:pos:R:3:forces:R:3
Re -0.459 -0.172 -0.285 -0.051 0.119 -0.328
C -1.892 -1.797 1.826 -0.028 -0.209 -0.225
C -1.478 -0.529 2.513 0.105 0.271 0.138
N -0.267 0.032 1.837 0.077 -0.100 -0.119
C 1.044 -0.459 2.336 -0.025 0.078 0.062
C 1.504 -1.611 1.502 0.035 -0.036 0.003
C 2.434 -2.544 1.900 0.039 -0.010 -0.001
C 2.848 -3.504 0.985 0.019 0.003 0.048
C 2.325 -3.500 -0.298 0.004 0.000 -0.051
C 1.388 -2.543 -0.631 -0.015 0.012 0.007
C 0.799 -2.386 -1.998 -0.024 0.017 -0.028
N -0.432 -1.548 -1.927 -0.230 -0.079 0.249
C -1.721 -2.310 -1.907 0.063 0.000 -0.075
C -2.049 -2.715 -0.487 0.011 0.029 0.034
N -2.028 -1.493 0.372 0.046 -0.201 0.079
N 0.978 -1.626 0.265 0.040 -0.208 -0.030
H -1.127 -2.567 1.939 -0.026 -0.029 -0.027
H -2.825 -2.185 2.238 0.005 -0.011 -0.002
H -2.264 0.224 2.423 -0.001 0.029 0.034
H -1.282 -0.692 3.573 -0.005 0.022 0.005
H -0.267 1.049 1.970 -0.026 0.076 -0.026
H 1.759 0.359 2.216 0.009 -0.009 0.019
H 0.991 -0.713 3.395 -0.018 0.018 0.009
H 2.841 -2.516 2.902 -0.006 0.007 -0.002
H 3.582 -4.246 1.271 -0.007 0.003 -0.001
H 2.644 -4.225 -1.034 -0.006 0.004 0.000
H 1.525 -1.865 -2.629 -0.001 0.006 -0.003
H 0.581 -3.351 -2.455 -0.016 0.013 -0.024
H -0.419 -0.909 -2.737 0.051 -0.007 -0.006
H -2.491 -1.650 -2.309 0.033 -0.003 -0.006
H -1.658 -3.186 -2.555 0.010 0.011 -0.019
H -3.016 -3.216 -0.436 -0.001 0.004 0.006
H -1.296 -3.404 -0.101 -0.010 0.006 0.022
H -2.910 -0.997 0.236 -0.014 -0.002 0.003
C -5.192 6.562 -0.814 0.008 -0.003 0.014
C -3.660 6.547 -0.740 0.033 0.011 -0.057
C -3.084 7.186 -2.017 -0.035 -0.001 0.033
C -3.226 7.372 0.475 -0.005 0.010 -0.004
C -3.124 5.121 -0.667 0.062 -0.118 0.049
C -1.965 4.818 0.043 -0.164 0.045 -0.056
C -1.471 3.532 0.035 0.021 -0.130 0.003
Br 0.121 3.237 1.047 -0.169 0.028 -0.058
C -2.111 2.502 -0.663 0.150 0.327 -0.020
O -1.568 1.249 -0.623 -0.233 -0.122 0.224
C -3.287 2.771 -1.387 0.092 -0.097 -0.123
C -3.745 4.080 -1.361 0.046 0.211 0.111
C -4.012 1.723 -2.244 -0.014 -0.029 0.043
C -5.279 2.287 -2.899 0.028 0.007 0.030
C -3.082 1.243 -3.367 0.033 0.020 -0.018
C -4.441 0.520 -1.388 0.063 0.024 -0.055
H -5.541 7.594 -0.785 -0.002 0.001 0.001
H -5.638 6.032 0.030 -0.003 -0.002 -0.008
H -5.572 6.129 -1.740 0.001 -0.005 0.007
H -3.448 8.209 -2.113 0.006 0.000 -0.005
H -3.389 6.632 -2.907 0.007 0.005 0.004
H -1.993 7.213 -1.985 -0.006 -0.002 -0.007
H -3.691 8.356 0.424 0.002 -0.002 0.003
H -2.148 7.535 0.504 -0.005 -0.007 -0.001
H -3.537 6.903 1.411 0.005 0.006 -0.002
H -1.441 5.572 0.612 -0.014 0.012 -0.014
H -4.640 4.311 -1.913 -0.001 0.018 -0.012
H -5.053 3.105 -3.583 -0.004 0.007 0.008
H -6.005 2.632 -2.162 0.006 -0.010 -0.014
H -5.750 1.498 -3.485 -0.002 -0.005 -0.001
H -2.822 2.066 -4.033 -0.006 -0.009 0.001
H -3.585 0.479 -3.962 0.004 -0.014 -0.014
H -2.141 0.838 -2.988 -0.057 0.016 -0.009
H -4.914 0.826 -0.452 0.010 -0.001 0.001
H -3.564 -0.091 -1.182 -0.009 -0.038 0.106
H -5.148 -0.102 -1.939 -0.004 0.011 -0.005
F 2.850 3.149 -1.737 -0.001 0.013 -0.016
C 1.893 2.821 -2.588 -0.071 0.068 0.023
F 2.280 3.047 -3.827 -0.005 0.009 0.017
F 0.794 3.526 -2.320 0.052 -0.009 -0.004
S 1.502 1.034 -2.407 0.174 -0.165 -0.001
O 2.668 0.284 -2.749 -0.043 0.043 0.030
O 0.294 0.795 -3.171 0.009 -0.001 0.029
O 1.193 0.940 -0.922 -0.001 0.055 0.020
```
Positions in Å, forces in eV/Å.

Below is C26H38Cl2HfN2O as an isolated structure, with properties calculated with wB97M-V/def2-TZVPD.

Properties
**HOMO energy**: -7.09 eV
**DFT total energy**: -2166.768530 hartree
**Total charge**: 0
**HOMO-LUMO gap**: 7.461 eV

Structure (XYZ):
```
70
Properties=species:S:1:pos:R:3:forces:R:3
Hf -0.072 -0.115 -0.903 0.175 0.242 0.141
C -0.638 -0.329 1.544 -0.018 0.067 -0.104
C -0.352 1.072 1.440 0.112 0.005 -0.015
C 1.054 1.175 1.159 -0.048 -0.012 -0.079
C 1.553 -0.156 1.069 -0.072 -0.080 -0.022
C 0.528 -1.088 1.335 -0.123 -0.086 0.093
C 0.673 -2.590 1.501 0.053 0.011 0.073
C 1.141 -2.847 2.943 0.019 0.007 -0.016
C -0.662 -3.304 1.283 -0.015 -0.017 -0.023
C 1.710 -3.158 0.529 0.015 -0.038 -0.037
C 2.012 2.368 1.037 0.034 -0.014 0.007
C 1.698 3.298 -0.143 0.004 -0.007 -0.019
C 3.447 1.870 0.796 -0.002 -0.002 0.020
C 2.051 3.149 2.359 0.000 0.008 0.022
C -1.419 2.087 1.879 -0.017 -0.001 -0.028
C -1.338 2.207 3.410 -0.032 0.001 0.008
C -1.322 3.481 1.255 0.040 0.026 -0.016
C -2.827 1.590 1.517 0.000 -0.020 -0.014
H -1.602 -0.747 1.778 -0.011 -0.002 0.017
H 2.573 -0.419 0.844 -0.004 -0.006 0.009
H 0.414 -2.461 3.660 -0.004 0.001 -0.002
H 2.098 -2.359 3.137 -0.004 0.005 -0.014
H 1.262 -3.919 3.118 -0.009 -0.001 -0.004
H -1.418 -2.965 1.995 -0.004 -0.003 -0.001
H -0.529 -4.377 1.432 -0.009 -0.003 -0.004
H -1.039 -3.148 0.271 0.015 0.022 0.000
H 2.690 -2.698 0.674 0.000 0.003 0.009
H 1.403 -3.008 -0.508 -0.015 0.009 0.007
H 1.821 -4.231 0.697 0.014 0.005 0.003
H 1.871 2.771 -1.083 -0.003 0.004 0.008
H 2.367 4.162 -0.115 0.002 0.000 -0.003
H 0.677 3.659 -0.148 0.006 0.015 0.003
H 3.517 1.280 -0.119 0.006 0.010 -0.008
H 3.815 1.270 1.630 -0.011 -0.002 -0.004
H 4.106 2.734 0.692 -0.001 0.002 0.000
H 1.116 3.651 2.590 0.008 -0.010 -0.014
H 2.835 3.909 2.316 -0.006 0.005 -0.005
H 2.279 2.474 3.187 0.008 0.001 0.000
H -0.355 2.548 3.733 0.002 0.000 -0.001
H -1.525 1.238 3.878 0.001 0.000 -0.001
H -2.086 2.915 3.774 0.002 -0.004 0.000
H -0.441 4.035 1.568 -0.012 -0.019 -0.025
H -2.193 4.063 1.562 0.004 0.005 0.017
H -1.330 3.424 0.166 -0.038 -0.008 0.009
H -3.061 0.614 1.939 -0.001 -0.013 0.003
H -2.958 1.545 0.433 0.009 -0.010 0.003
H -3.565 2.294 1.905 0.005 0.004 0.005
N 2.338 0.142 -4.097 -0.006 0.031 0.010
C 1.596 0.633 -3.115 -0.043 0.017 -0.020
O 1.810 0.269 -1.932 0.084 0.014 -0.025
C 0.527 1.655 -3.399 -0.029 0.002 -0.032
C -0.599 1.618 -2.346 -0.023 0.006 0.037
H 2.982 -0.606 -3.895 0.004 0.001 0.004
H 2.131 0.366 -5.054 0.003 -0.004 -0.005
H 0.172 1.521 -4.424 0.004 0.003 0.000
H 1.055 2.616 -3.379 -0.006 0.007 -0.009
H -1.532 1.332 -2.838 -0.006 0.018 -0.008
H -0.753 2.617 -1.937 0.007 0.000 0.008
Cl 0.338 -4.044 -3.692 0.022 0.004 0.000
C -1.264 -3.625 -3.158 -0.026 0.001 -0.002
C -2.326 -4.436 -3.510 0.003 0.011 0.005
C -3.616 -4.129 -3.098 -0.049 -0.006 0.001
C -3.837 -2.997 -2.322 0.071 -0.018 -0.020
C -2.755 -2.213 -1.991 -0.048 0.025 0.023
Cl -2.986 -0.781 -0.991 0.039 -0.046 -0.030
C -1.416 -2.458 -2.377 -0.067 -0.066 -0.015
N -0.438 -1.630 -1.995 -0.009 -0.093 0.084
H -2.137 -5.315 -4.112 0.001 -0.001 0.000
H -4.443 -4.767 -3.376 0.003 0.002 0.001
H -4.828 -2.732 -1.981 -0.006 -0.008 -0.004
```
Positions in Å, forces in eV/Å.

Below is C26H38Ge2N4O4PtSe as an isolated structure, with properties calculated with wB97M-V/def2-TZVPD.

Properties
**HOMO energy**: -13.40 eV
**DFT total energy**: -8207.575706 hartree
**Total charge**: +2
**HOMO-LUMO gap**: 7.681 eV

Structure (XYZ):
```
76
Properties=species:S:1:pos:R:3:forces:R:3
Pt -0.324 0.623 -0.547 0.051 -0.017 0.002
C -0.164 -2.677 2.881 0.004 -0.005 -0.008
C -1.003 -1.872 1.885 -0.003 0.000 0.027
Ge -0.537 0.059 1.761 0.011 0.002 -0.033
C -1.761 1.040 2.927 0.006 0.010 -0.001
C -1.823 0.398 4.316 -0.001 0.002 0.000
C 1.221 0.434 2.586 -0.001 -0.008 0.015
C 2.500 0.173 2.299 0.003 0.023 -0.015
Ge 3.146 -0.904 0.831 0.001 -0.004 -0.009
C 3.534 1.377 -0.820 -0.017 -0.005 -0.013
C 4.861 1.827 -1.381 0.001 -0.002 0.001
C 4.272 -2.457 1.048 0.006 0.000 0.008
C 5.702 -2.136 1.501 -0.006 -0.005 0.000
C 3.636 0.619 3.150 -0.009 0.001 0.018
C 3.539 0.611 4.542 0.000 -0.007 -0.004
C 4.605 1.036 5.318 0.006 0.003 0.000
C 5.781 1.468 4.719 -0.002 -0.001 0.001
C 5.894 1.469 3.337 0.001 0.000 0.001
C 4.827 1.040 2.560 0.012 -0.005 -0.018
H -0.509 -3.709 2.946 -0.001 0.000 0.002
H -0.220 -2.245 3.880 0.003 0.002 -0.002
H 0.902 -2.703 2.626 -0.001 0.004 -0.001
H -2.047 -1.863 2.206 -0.003 -0.008 -0.004
H -1.044 -2.350 0.900 -0.021 -0.006 0.002
H -2.749 1.069 2.466 -0.001 -0.003 -0.008
H -1.411 2.072 3.007 0.000 0.008 -0.001
H -2.226 -0.614 4.277 -0.002 -0.003 -0.004
H -2.467 0.974 4.980 0.001 -0.003 0.003
H -0.839 0.345 4.789 -0.003 0.000 -0.001
H 1.088 1.036 3.490 0.009 0.006 -0.002
H 3.329 1.850 0.146 -0.012 0.008 -0.009
H 2.715 1.638 -1.496 -0.001 0.000 0.004
H 5.678 1.584 -0.702 0.003 0.000 0.001
H 4.855 2.907 -1.535 -0.001 0.000 0.000
H 5.056 1.345 -2.338 -0.001 0.000 0.001
H 4.287 -2.962 0.078 -0.003 0.008 -0.006
H 3.781 -3.126 1.760 -0.002 -0.004 -0.002
H 6.191 -1.442 0.817 0.000 -0.001 0.001
H 6.291 -3.051 1.521 0.000 0.000 0.002
H 5.718 -1.702 2.499 0.001 0.008 0.004
H 2.637 0.246 5.017 -0.003 0.000 -0.001
H 4.524 1.017 6.397 0.000 0.001 0.000
H 6.612 1.794 5.329 0.000 -0.001 0.000
H 6.808 1.802 2.864 0.000 -0.001 0.000
H 4.930 1.059 1.477 0.004 -0.008 0.023
O -1.225 1.354 -4.835 -0.018 -0.012 0.043
C -0.106 1.355 -4.098 -0.158 0.006 0.002
O 0.298 0.784 -3.137 0.095 0.031 0.010
C -0.136 2.280 -5.197 0.081 0.012 -0.026
O 0.047 3.085 -6.005 -0.007 -0.005 0.008
O 3.534 -0.060 -0.671 -0.008 0.007 0.005
C 1.093 3.732 0.721 -0.001 -0.037 -0.017
N -0.209 4.106 1.240 0.014 0.022 -0.006
C -1.408 3.652 0.857 -0.032 -0.035 0.030
Se -1.939 2.347 -0.396 -0.020 0.034 -0.055
N -2.347 4.338 1.525 0.002 0.007 0.003
C -1.755 5.270 2.371 -0.001 0.000 -0.007
C -2.282 6.205 3.251 0.000 0.002 0.005
C -1.368 6.978 3.941 -0.003 -0.002 -0.001
C 0.015 6.827 3.758 0.001 -0.002 -0.002
C 0.534 5.895 2.880 0.000 0.003 0.003
C -0.387 5.118 2.192 0.003 -0.005 0.003
H 0.966 2.927 0.001 -0.004 0.004 0.000
H 1.725 3.387 1.539 0.003 -0.008 0.007
H 1.552 4.596 0.241 0.003 -0.001 0.001
H -3.334 4.154 1.431 0.000 0.000 -0.003
H -3.347 6.327 3.388 0.000 0.000 0.000
H -1.727 7.722 4.638 0.000 0.000 0.000
H 0.689 7.461 4.317 0.000 0.000 -0.001
H 1.601 5.788 2.737 0.000 0.000 0.000
N 1.500 -1.834 -0.052 0.024 -0.009 0.001
N 0.963 -0.991 -1.090 -0.004 -0.012 0.017
H 1.819 -2.725 -0.438 -0.007 -0.002 -0.001
H 0.750 -2.031 0.616 0.011 0.003 0.001
H 0.448 -1.559 -1.761 -0.005 -0.003 0.005
H 1.779 -0.584 -1.559 0.000 0.012 0.003
```
Positions in Å, forces in eV/Å.

Going through the records in order, we get F_max values of 0.36 0.33 0.16 eV Å⁻¹.